No. 1
82
Properties=species:S:1:pos:R:3:forces:R:3:lowdin_charge:R:1 method="wB97M-V/def2-TZVPD" e_homo_ev="-10.51 / -10.48" e_above_lowest_kcal_mol=0.0 e_lumo_ev="-3.075 / -2.998" charge=+1 gap_ev="7.4 / 7.5" spin_multiplicity=3
Pr -0.18081 0.27186 0.19971 1.3 0.3 -1.3 1.274
C 2.01819 -0.31860 -1.45557 -0.8 0.8 0.1 -0.281
C 0.93147 -0.05050 -2.34430 0.0 0.6 0.7 -0.290
C 1.41364 1.89757 -1.19793 -0.1 -1.0 -0.1 -0.310
C 2.31462 0.88727 -0.75280 -0.9 0.1 -0.4 -0.294
C 0.54380 1.31897 -2.17875 0.7 -0.7 0.7 -0.312
C 2.76492 -1.59753 -1.34922 0.3 -0.6 0.0 -0.035
H 2.10607 -2.46159 -1.51464 0.2 0.1 0.0 0.071
H 3.22135 -1.70591 -0.35798 0.0 -0.1 -0.2 0.080
H 3.57769 -1.66500 -2.09281 -0.3 0.0 0.2 0.104
C 3.33688 1.07816 0.30489 0.5 0.1 0.5 -0.021
H 3.96490 0.18750 0.41586 0.0 0.2 0.0 0.082
H 2.85316 1.28391 1.27112 0.3 0.0 -0.3 0.054
H 3.98559 1.93677 0.07888 -0.1 -0.2 0.0 0.099
C 1.34002 3.26660 -0.62420 -0.1 0.5 0.2 -0.023
H 2.30212 3.78641 -0.71248 -0.2 0.0 -0.1 0.100
H 1.10441 3.21693 0.44888 0.1 0.2 -0.3 0.052
H 0.56547 3.86613 -1.11297 0.2 0.0 0.0 0.084
C -0.58035 2.00746 -2.86796 -0.3 0.2 -0.3 -0.026
H -0.25853 2.48983 -3.80618 -0.1 -0.1 0.3 0.105
H -1.01216 2.79102 -2.23350 0.0 0.0 -0.2 0.081
H -1.38095 1.30230 -3.12263 0.1 0.1 -0.1 0.077
C 0.32846 -1.01723 -3.30057 -0.3 -0.2 -0.4 -0.028
H 0.64898 -0.82315 -4.33825 -0.1 -0.1 0.3 0.103
H -0.77058 -0.96435 -3.28799 0.2 0.0 -0.1 0.074
H 0.61491 -2.04527 -3.05976 0.0 0.1 -0.1 0.070
C -0.75010 -1.96706 1.97339 0.5 -0.5 0.0 -0.133
C -0.35775 -2.57314 0.83258 0.0 -0.5 0.6 -0.141
C -1.23664 -3.10088 -0.26823 -0.2 0.0 -0.7 -0.151
C -2.62856 -2.45254 -0.46967 0.2 -0.9 -0.1 -0.204
C -2.69351 -0.95936 -0.57409 -1.1 0.7 0.7 -0.132
C -2.91800 -0.09598 0.45974 -0.1 -0.5 -0.9 -0.168
C -2.78977 -0.35494 1.94188 0.0 -0.3 0.3 -0.169
C -2.16313 -1.69727 2.39906 -0.7 0.0 0.6 -0.175
H -1.42585 -4.18287 -0.11882 0.3 0.4 0.1 0.140
H -3.33103 -2.82655 0.29994 0.5 0.5 -0.5 -0.006
H -0.67131 -3.04024 -1.21886 -0.1 0.0 0.4 0.110
H -2.83630 -2.52806 2.14906 0.3 0.3 -0.1 0.056
H 0.00407 -1.73514 2.74678 -0.2 0.0 -0.6 0.136
H 0.69859 -2.85815 0.71807 -0.3 0.3 0.1 0.127
H -2.16946 -1.67396 3.50245 0.1 0.1 -0.4 0.133
H -2.19857 0.46747 2.40058 -0.2 -0.1 -0.2 0.114
H -3.21024 0.94081 0.22585 0.3 -0.3 -0.1 0.135
H -3.78933 -0.29314 2.41103 0.3 0.2 -0.3 0.134
H -3.02558 -2.87218 -1.41313 0.2 0.3 0.3 0.133
H -2.76741 -0.58093 -1.60375 0.0 0.1 0.4 0.123
P -5.24815 -3.43468 1.50217 -1.1 -0.6 0.8 0.817
C -4.99001 -4.12525 3.18848 0.2 -0.1 0.0 -0.305
C -5.89323 -4.97508 0.72482 0.3 -0.2 -0.2 -0.289
P -7.19357 -1.32009 0.59353 -1.0 -0.2 0.5 0.775
C -6.88204 -2.64155 1.85890 0.3 0.1 -0.3 -0.603
C -8.48339 -2.21201 -0.38882 0.1 0.1 -0.4 -0.326
C -8.42325 -0.38393 1.60398 0.1 0.3 -0.1 -0.334
H -4.82252 -3.30643 3.89861 0.0 -0.2 -0.1 0.036
H -4.10785 -4.77814 3.18274 -0.2 0.1 0.2 0.041
H -5.88023 -4.69686 3.48461 0.3 0.1 0.1 0.046
H -6.61721 -5.45870 1.39777 0.2 0.1 -0.3 0.046
H -5.04956 -5.65724 0.55315 -0.3 0.0 0.0 0.039
H -6.36852 -4.76142 -0.24154 0.1 -0.1 0.2 0.032
H -9.23922 -1.04618 1.92633 0.2 0.2 0.0 0.044
H -8.82378 0.43075 0.98808 0.0 -0.1 0.3 0.036
H -7.92439 0.04404 2.48029 -0.2 0.0 -0.1 0.030
H -6.84127 -2.18240 2.86103 0.0 -0.1 -0.4 0.048
H -7.68464 -3.40141 1.82681 0.3 0.3 0.2 0.055
H -8.92916 -1.48593 -1.08247 0.0 -0.3 0.1 0.038
H -9.27039 -2.60849 0.26966 0.3 0.1 -0.2 0.043
H -8.04454 -3.02550 -0.97793 -0.1 0.1 0.1 0.023
C 2.59839 2.18950 4.78976 0.2 -0.3 0.1 -0.043
C 1.62613 3.02777 3.95361 0.5 0.5 0.4 -0.642
C 0.48147 3.55703 4.81826 -0.4 0.1 0.2 -0.048
C 2.37225 4.19962 3.30929 0.2 0.3 -0.3 -0.045
C 1.07672 2.21268 2.89331 -1.1 -1.1 -0.8 -0.126
C 0.53941 1.52644 2.02444 0.4 0.6 1.2 -0.150
H 3.07350 2.79430 5.57178 -0.2 0.0 -0.2 0.093
H 3.39165 1.77456 4.15515 -0.1 0.1 0.1 0.087
H 2.07507 1.35536 5.27197 0.1 0.1 -0.1 0.088
H 0.85331 4.21398 5.61464 0.0 -0.1 -0.2 0.093
H -0.22092 4.13263 4.20267 0.1 -0.1 0.1 0.090
H -0.06976 2.73076 5.28534 0.1 0.2 -0.1 0.089
H 3.17744 3.83753 2.65722 -0.1 0.1 0.1 0.088
H 1.68524 4.79922 2.70198 0.1 -0.1 0.1 0.090
H 2.81911 4.85367 4.06438 -0.1 -0.1 0.0 0.092

***

No. 2
85
Properties=species:S:1:pos:R:3:forces:R:3:lowdin_charge:R:1 method="wB97M-V/def2-TZVPD" e_homo_ev=-10.41 smiles=CCCCCCCCCCCCC[N@@H+]1C[C@@](Cl)(Cc2ccc(C)cc2)O[C@H](COC)[C@H]1CCO e_lumo_ev=-2.561 charge=+1 gap_ev=7.9 spin_multiplicity=1
C 3.63277 3.26104 -0.31256 -0.7 -0.5 0.1 -0.149
C 4.11649 2.14040 -1.41496 -0.7 0.4 -0.3 -0.279
C 5.64738 2.35590 -1.97967 -0.7 -0.1 0.1 -0.207
C 6.78429 2.46693 -0.77412 0.6 0.4 -1.1 -0.202
C 7.74216 1.12137 -0.65809 0.4 0.8 0.1 -0.223
C 7.40346 0.19061 0.66638 0.0 -0.1 -1.3 -0.209
C 5.85142 -0.34867 0.52337 0.3 0.3 0.6 -0.225
C 5.56721 -1.74490 1.39926 0.3 -0.2 -2.0 -0.192
C 4.07709 -2.34491 0.98222 -0.1 -0.3 0.2 -0.202
C 3.02650 -2.40532 2.27573 1.0 0.8 0.2 -0.190
C 1.65069 -1.54718 2.03015 -0.3 0.7 0.2 -0.209
C 0.27135 -2.45556 2.01913 0.5 -1.0 -0.4 -0.145
C -0.42213 -2.54411 0.49985 2.2 -1.6 1.5 -0.099
N -1.69359 -1.67483 0.40386 0.6 -0.6 -0.8 -0.091
C -2.93054 -2.53727 0.28853 -1.3 -1.9 0.3 -0.083
C -4.30633 -1.71529 -0.05337 -0.5 1.0 1.9 -0.624
Cl -5.40187 -2.79444 -1.14664 1.3 1.0 0.7 0.650
C -5.18472 -1.52950 1.35801 -1.7 1.1 -0.3 -0.144
C -5.79147 0.02303 1.49555 -0.6 3.3 1.1 -0.154
C -6.97312 0.63510 0.51652 0.8 2.3 1.9 -0.015
C -7.53870 2.20033 0.62939 4.2 -2.0 3.4 -0.011
C -6.83462 3.13855 1.81324 0.3 -2.7 -0.4 -0.177
C -7.33089 4.71733 1.92699 1.6 -0.1 -0.6 -0.130
C -5.67588 2.52866 2.83880 -1.1 -2.7 -2.7 -0.026
C -5.14803 0.95711 2.68453 -3.4 1.8 -3.2 -0.037
O -4.11285 -0.35703 -0.57995 1.9 -2.9 -0.2 -0.128
C -2.94491 -0.25424 -1.46758 0.5 0.4 -1.7 -0.178
C -3.22894 -0.86136 -3.00012 -0.8 1.1 0.6 -0.158
O -2.86212 -2.27857 -3.14107 -1.9 1.7 -1.2 -0.274
C -3.71275 -2.86424 -4.21231 -1.0 -0.8 -0.1 -0.120
C -1.53736 -0.81517 -0.83000 0.5 3.4 -1.1 -0.173
C -0.66043 0.52213 -0.33963 -0.5 -0.4 -0.6 -0.090
C 0.13811 1.09548 -1.65245 -1.1 0.6 -0.5 -0.208
O 1.27134 0.26405 -2.09914 -1.3 -0.1 2.5 -0.117
H 4.22927 3.16456 0.70657 -1.1 0.4 -2.2 0.071
H 3.62545 4.37185 -0.73098 0.3 -2.4 0.9 0.092
H 2.50467 3.00254 -0.03711 2.3 0.6 -0.5 0.059
H 3.35877 2.20747 -2.33302 1.7 -0.2 1.9 0.109
H 3.92855 1.08200 -0.92447 0.6 2.1 -1.1 0.071
H 5.62055 3.32927 -2.65496 0.2 -1.9 1.6 0.114
H 5.89487 1.46601 -2.72809 -0.4 1.8 1.7 0.111
H 6.32355 2.74746 0.26454 0.8 -0.6 -2.0 0.095
H 7.48340 3.37584 -1.09313 -1.5 -2.0 0.8 0.113
H 8.86006 1.52935 -0.62903 -2.3 -1.1 0.2 0.113
H 7.65434 0.50754 -1.66604 0.1 1.1 2.2 0.109
H 8.14244 -0.73899 0.61493 -1.6 1.9 0.4 0.118
H 7.59617 0.82135 1.63830 -0.4 -1.4 -1.8 0.118
H 5.66248 -0.49859 -0.63420 0.3 -0.1 2.4 0.115
H 5.09764 0.50254 0.86047 1.5 -1.7 -0.6 0.106
H 6.36760 -2.52709 0.98352 -1.6 1.7 1.2 0.118
H 5.71041 -1.59384 2.55226 -0.3 -0.3 -2.3 0.112
H 3.67266 -1.65018 0.11684 0.6 -1.3 1.8 0.087
H 4.15140 -3.44008 0.52033 0.0 2.4 1.0 0.117
H 2.85278 -3.53253 2.58087 0.1 2.4 -0.6 0.116
H 3.61192 -1.85983 3.16017 -1.4 -1.4 -1.8 0.113
H 1.80071 -0.95901 1.00783 -0.5 -1.3 2.0 0.080
H 1.50887 -0.69750 2.85353 0.5 -1.9 -1.7 0.126
H 0.61648 -3.55902 2.31338 -0.9 2.4 -0.7 0.125
H -0.51273 -2.14361 2.84104 1.5 -0.4 -1.7 0.121
H 0.41912 -2.20972 -0.24221 -2.0 -0.4 1.2 0.139
H -0.65994 -3.66734 0.27275 0.1 2.3 0.3 0.151
H -1.68699 -1.10582 1.30323 -0.4 -0.5 -1.6 0.193
H -2.75869 -3.36773 -0.52847 -0.1 1.9 1.5 0.150
H -3.05016 -3.08560 1.34163 0.1 1.2 -2.4 0.168
H -6.15272 -2.22291 1.30211 2.4 1.3 0.2 0.115
H -4.55460 -1.80906 2.31900 -1.3 0.7 -2.0 0.116
H -7.48676 -0.01693 -0.33684 1.4 1.3 2.1 0.095
H -8.35852 2.64871 -0.08858 1.9 -1.1 1.7 0.096
H -8.10353 5.01805 1.07236 1.5 -1.0 2.1 0.088
H -7.68185 5.02832 2.99955 0.5 -0.8 -2.2 0.083
H -6.35504 5.36375 1.69337 -2.1 -1.3 0.6 0.087
H -5.15338 3.17182 3.69224 -1.5 -1.4 -2.2 0.094
H -4.33518 0.49951 3.39369 -1.8 1.1 -1.5 0.077
H -2.77397 0.91382 -1.64768 -0.6 -2.6 0.6 0.171
H -2.69173 -0.14749 -3.77969 -0.7 -1.7 1.5 0.146
H -4.39520 -0.68679 -3.17477 2.4 -0.5 0.4 0.142
H -3.57854 -4.03172 -4.12955 -0.1 2.5 -0.4 0.115
H -3.48144 -2.43963 -5.28353 -0.1 -0.9 2.2 0.113
H -4.86518 -2.64731 -4.01902 2.4 -0.3 -0.2 0.083
H -0.92012 -1.29635 -1.69968 -1.3 0.2 2.0 0.174
H -1.43571 1.31513 0.03826 1.5 -1.4 -0.7 0.140
H 0.02127 0.22592 0.56621 -0.9 0.7 -1.8 0.108
H 0.45688 2.22522 -1.52017 -0.5 -2.4 0.0 0.136
H -0.64880 1.08104 -2.54922 1.7 0.1 1.9 0.134
H 1.57939 -0.20984 -1.26836 -0.2 0.9 -1.6 0.075

***

no.,calculated total energy (hartree)
1,-2334.41997
2,-1875.30892